The following is a DFT calculation (the ωB97M-V functional and the def2-TZVPD basis) of 2 unconnected molecules or ions with the total composition C5H11O2 in a non-equilibrium geometry.

Computed properties:
LUMO level	0.1283	Ha
gap between HOMO and LUMO	5.8088	eV
net charge	-1
relative energy (zero: lowest compared OMol25 entry of this formula, charge and spin)	79.07	kcal/mol

Positions of all 18 atoms, in Å:
C  -1.763035  2.006248  -0.550266
O  -2.569831  1.242339  0.367093
C  -0.520928  1.210641  -0.798224
C  -0.188494  0.765983  -2.008112
H  -1.551310  2.994391  -0.133138
H  -2.322630  2.116807  -1.490221
H  -3.409156  1.669400  0.533039
H  0.100286  0.870083  0.054195
H  0.754561  0.275447  -2.190134
H  -0.913018  0.879247  -2.816768
C  1.225162  -1.060786  1.195847
O  1.659976  -0.223700  0.216389
C  1.863826  -2.460612  1.080743
H  0.113262  -1.209138  1.164629
H  1.434269  -0.659777  2.218496
H  1.564972  -3.097962  1.929037
H  2.953577  -2.372733  1.079097
H  1.568510  -2.945876  0.148298

Force components x, y, z for each atom (eV/Å):
-0.5 -0.8 -0.2
0.2 -0.2 0.2
0.1 -0.3 0.2
-0.6 0.4 0.2
0.1 0.0 0.0
0.1 0.2 0.0
-0.1 0.3 -0.1
0.2 0.5 -0.5
0.0 -0.3 0.2
0.3 0.2 -0.2
0.4 0.4 -0.9
0.1 -0.2 0.4
-0.1 0.0 0.5
-0.1 -0.1 0.1
0.0 -0.2 0.2
0.0 -0.1 -0.1
0.0 0.1 0.0
-0.1 0.1 0.0